Record 1
The following is a quantum chemistry calculation of an isolated molecule of C5H6O, from the OMol25 dataset.

Output
- HOMO level (eV) = -8.62
- total charge = 0
- relative energy (zero: lowest compared OMol25 entry of this formula, charge and spin) (kcal/mol) = 141.45
- LUMO energy (Ha) = 0.0221
- spin multiplicity = 1
- total energy (eV) = -7323.1509

Atoms and positions in Å:
1 C 1.23780 -0.62808 -0.69925
2 C 0.10040 -0.17365 0.19748
3 C -0.30492 -0.74438 1.94812
4 O 0.61285 0.19878 1.46937
5 C -0.79628 0.82912 -0.37198
6 C -1.50245 1.65342 -0.88770
7 H 1.91817 0.21483 -0.84755
8 H 0.86084 -0.95982 -1.66999
9 H 1.77975 -1.44184 -0.21242
10 H -0.49025 -1.15320 0.42717
11 H -1.28335 -0.19062 1.97667
12 H -2.13256 2.39544 -1.32993

***

Record 2
The following is a quantum chemistry calculation of an isolated molecule of C5H6O, from the OMol25 dataset.

Output
- HOMO level (alpha / beta) (eV) = -7.91 / -7.91
- total charge = 0
- relative energy (zero: lowest compared OMol25 entry of this formula, charge and spin) (kcal/mol) = 148.63
- LUMO energy (alpha / beta) (Ha) = 0.0065 / 0.0065
- spin multiplicity = 1
- total energy (eV) = -7322.8394

Atoms and positions in Å:
1 C 1.64737 -0.60319 -0.65905
2 C 0.43128 -0.90481 0.20268
3 C -0.73212 0.21833 1.08764
4 O 0.49418 0.63725 1.05848
5 C -1.70442 1.08817 0.43876
6 C -2.64367 1.69576 -0.02393
7 H 1.86030 -1.49753 -1.25482
8 H 2.52166 -0.36449 -0.05182
9 H 1.45377 0.22727 -1.34118
10 H 0.58616 -1.66156 0.96724
11 H -0.40943 -1.16255 -0.45740
12 H -3.46118 2.24396 -0.43692

***

Record 3
The following is a quantum chemistry calculation of an isolated molecule of C5H6O at a distorted geometry, from the OMol25 dataset.

Output
- HOMO level (eV) = -8.52
- SMILES string = CC1(C=O)C=C1
- total charge = 0
- relative energy (zero: lowest compared OMol25 entry of this formula, charge and spin) (kcal/mol) = 92.01
- LUMO energy (Ha) = 0.0216
- spin multiplicity = 1
- total energy (eV) = -7325.2947

Atoms and positions in Å:
1 C 1.20334 -0.40757 0.69758
2 C -0.05117 0.02958 0.04935
3 C -1.28906 -0.56560 0.52001
4 O -2.37015 -0.48990 -0.02543
5 C -0.34721 0.59465 -1.73725
6 C -0.04531 1.25756 -0.69394
7 H 1.15354 -0.56972 1.78413
8 H 2.03587 0.29458 0.57087
9 H 1.59839 -1.35705 0.32011
10 H -1.21389 -1.10681 1.48757
11 H -1.05748 0.09456 -2.33438
12 H 0.38314 2.22573 -0.63861

***

Record 4
The following is a quantum chemistry calculation of a cluster of 2 separate species, C5H6O in total, from the OMol25 dataset.

Output
- HOMO level (eV) = -9.06
- SMILES string = C1=CC1.C=C=O
- total charge = 0
- relative energy (zero: lowest compared OMol25 entry of this formula, charge and spin) (kcal/mol) = 86.39
- LUMO energy (Ha) = 0.0390
- spin multiplicity = 1
- total energy (eV) = -7325.5382

Atoms and positions in Å:
1 O 1.10731 0.11786 2.17902
2 C 1.31252 -0.00281 1.03271
3 C 1.78094 -0.09257 -0.19616
4 C -0.91317 0.84644 -0.00851
5 C -1.33530 -0.27367 -0.90848
6 C -1.15234 -0.28790 0.57144
7 H 2.85892 -0.06697 -0.25860
8 H 1.18845 -0.24067 -1.08686
9 H -0.64225 1.88903 0.05986
10 H -0.61029 -0.77463 -1.56143
11 H -2.34606 -0.26721 -1.31041
12 H -1.24874 -0.84690 1.48741

***

Record 5
The following is a quantum chemistry calculation of an isolated molecule of C5H6O, from the OMol25 dataset.

Output
- HOMO level (eV) = -9.88
- SMILES string = C#CCCC=O
- total charge = 0
- relative energy (zero: lowest compared OMol25 entry of this formula, charge and spin) (kcal/mol) = 45.29
- LUMO energy (Ha) = 0.0324
- spin multiplicity = 1
- total energy (eV) = -7327.3205

Atoms and positions in Å:
1 O 0.45166 -0.29583 -2.60397
2 C 1.22971 -0.39926 -1.68629
3 C 0.84537 -0.28739 -0.23335
4 C -0.61421 0.14021 0.00011
5 C -0.92798 0.14701 1.42299
6 C -1.03408 0.43871 2.58619
7 H 2.30479 -0.61469 -1.87834
8 H 1.55233 0.37958 0.27679
9 H 1.03847 -1.27846 0.21136
10 H -0.83031 1.18512 -0.23956
11 H -1.28361 -0.44773 -0.63594
12 H -1.11578 0.45080 3.64376

***

Record 6
The following is a quantum chemistry calculation of an isolated molecule of C5H6O at a distorted geometry, from the OMol25 dataset.

Output
- HOMO level (eV) = -8.30
- SMILES string = C1=C[C@@H]2C[C@@H]2O1
- total charge = 0
- relative energy (zero: lowest compared OMol25 entry of this formula, charge and spin) (kcal/mol) = 38.52
- LUMO energy (Ha) = 0.0421
- spin multiplicity = 1
- total energy (eV) = -7327.6143

Atoms and positions in Å:
1 C 1.25357 0.90043 0.25155
2 C 0.03277 0.86199 -0.60781
3 C -1.09576 -0.66832 0.56966
4 C 0.00962 -1.36449 0.21383
5 C 0.89915 -0.42559 -0.49901
6 H 2.02179 1.52281 -0.14948
7 H 1.17169 0.88718 1.32587
8 H -0.13746 1.54891 -1.46132
9 H -1.95478 -1.00711 1.21995
10 H 0.37070 -2.31202 0.59199
11 H 1.56855 -0.80963 -1.28568
12 O -1.20457 0.54322 0.02367

***

Record 7
The following is a quantum chemistry calculation of an isolated molecule of C5H6O, from the OMol25 dataset.

Output
- HOMO level (eV) = -9.82
- SMILES string = C=C=C(C)C=O
- total charge = 0
- relative energy (zero: lowest compared OMol25 entry of this formula, charge and spin) (kcal/mol) = 33.03
- LUMO energy (Ha) = 0.0231
- spin multiplicity = 1
- total energy (eV) = -7327.8521

Atoms and positions in Å:
1 C 1.46011 -0.85297 0.00704
2 C 0.13187 -0.17709 -0.20278
3 C -0.44478 0.69027 0.59944
4 C -1.12462 1.53192 1.32593
5 C -0.65766 -0.53458 -1.41098
6 O -0.35149 -1.42692 -2.16815
7 H 1.85973 -0.65386 1.00385
8 H 2.18472 -0.50581 -0.73774
9 H 1.35123 -1.93266 -0.13180
10 H -1.00348 2.60593 1.21144
11 H -1.83579 1.17792 2.06837
12 H -1.56985 0.07785 -1.56462

***

Record 8
The following is a quantum chemistry calculation of a structure of composition C5H6O at a distorted geometry, from the OMol25 dataset.

Output
- HOMO level (eV) = -8.25
- total charge = 0
- relative energy (zero: lowest compared OMol25 entry of this formula, charge and spin) (kcal/mol) = 74.74
- LUMO energy (Ha) = 0.0171
- spin multiplicity = 1
- total energy (eV) = -7326.0434

Atoms and positions in Å:
1 C -1.55213 0.35045 -0.29397
2 C -0.59113 -0.80313 0.00572
3 C 0.82730 -0.29564 0.06420
4 C 1.99340 -0.60380 -0.58300
5 C 1.38075 0.72208 0.75333
6 O 1.88584 1.59986 1.33543
7 H -1.40450 1.16132 0.42935
8 H -1.37291 0.75881 -1.29398
9 H -2.59771 0.03494 -0.23268
10 H -0.66577 -1.59752 -0.74620
11 H -0.84296 -1.25091 0.97527
12 H 2.93982 -0.07646 -0.41348